DFT (the ωB97M-V functional and the def2-TZVPD basis) results for a molecular structure, C23H20AsN5RuS3.

```
53
Properties=species:S:1:pos:R:3:lowdin_charge:R:1
Ru -0.09394 0.04828 0.54412 0.53
S 2.13998 0.00976 0.57996 0.80
C 2.66052 1.50664 0.03457 -0.66
C 4.05790 1.77175 -0.02826 -0.23
N 5.18881 1.97119 -0.06266 0.25
C 1.71501 2.48717 -0.34260 -0.67
S 0.07812 2.18487 -0.23476 0.83
C 2.14564 3.76289 -0.81438 -0.23
N 2.47582 4.79882 -1.18403 0.26
N -3.85031 -1.61353 0.17277 0.22
C -4.35840 -0.34855 -0.11136 -0.16
C -5.64883 0.07469 -0.39926 0.02
C -5.80570 1.42362 -0.64278 -0.04
C -4.71740 2.30899 -0.60311 -0.04
C -3.43750 1.87807 -0.32004 -0.03
C -3.26449 0.51856 -0.06906 -0.21
N -2.12278 -0.22894 0.23841 0.00
C -2.53771 -1.49285 0.37171 -0.24
C -1.56739 -2.52904 0.67333 -0.30
C -1.67769 -3.87984 0.75158 -0.27
S -0.13852 -4.57439 1.01342 1.17
C 0.56515 -3.03372 1.01418 -0.44
N -0.28300 -2.04920 0.85349 -0.12
H -4.38305 -2.46943 0.20675 0.19
H -6.48414 -0.61016 -0.43404 0.13
H -6.78833 1.80926 -0.87459 0.12
H -4.88890 3.35651 -0.80723 0.12
H -2.61364 2.57714 -0.30962 0.07
H -2.55259 -4.49782 0.63262 0.10
H 1.62738 -2.88719 1.14227 0.08
C -1.83414 1.90539 2.95903 -0.24
As -0.16074 0.95590 2.76644 1.10
C 1.19836 2.26048 3.17539 -0.24
C -0.09621 -0.28978 4.27286 -0.26
C 1.29210 -0.79252 4.54108 -0.32
C 2.20515 -0.01688 5.25168 -0.06
C 3.50614 -0.45988 5.43689 -0.05
C 3.90424 -1.68868 4.92806 -0.05
C 2.98707 -2.48812 4.25776 -0.06
C 1.68817 -2.04115 4.07018 -0.07
H -2.67268 1.21632 2.87263 0.04
H -1.92012 2.67743 2.19562 0.03
H -1.84799 2.37368 3.94391 0.06
H 2.18140 1.79631 3.21201 0.04
H 0.96450 2.67863 4.15519 0.06
H 1.17750 3.06083 2.43848 0.03
H -0.80482 -1.09790 4.08503 0.09
H -0.47939 0.31034 5.10229 0.10
H 1.89942 0.93369 5.67292 0.12
H 4.20599 0.14833 5.99324 0.12
H 4.91455 -2.03908 5.08677 0.12
H 3.27949 -3.47282 3.91559 0.11
H 0.95085 -2.69341 3.62583 0.09
```

Calculated values
Orbital gap (spin up / spin down) ... 5.656 / 5.225 eV
Spin multiplicity ... 1
E_LUMO (spin up / spin down) ... -0.32435 / -0.34046 Ha
Total charge ... +2

DFT (the ωB97M-V functional and the def2-TZVPD basis) results for a molecular structure, C23H20BrN3O8Pt.

```
56
Properties=species:S:1:pos:R:3:mulliken_spin:R:1
Pt -1.21757 -0.68866 -0.94100 1.49
O -3.84703 -1.30345 4.53417 0.00
C -3.18218 -1.12760 3.39891 -0.01
C -1.78672 -1.02701 3.32970 0.00
C -1.20842 -0.86311 2.09332 -0.01
N -1.94234 -0.80056 0.97958 0.09
C -3.28091 -0.84446 1.03618 -0.04
C -3.93968 -1.01255 2.22809 0.00
C -4.01808 -0.65897 -0.28735 0.03
O -5.21105 -0.68521 -0.32379 0.06
O -3.23298 -0.45979 -1.34934 0.29
C 0.26499 -0.61528 1.93503 0.01
O 0.99510 -0.35886 2.84416 0.01
O 0.65501 -0.65736 0.64415 0.02
H -3.26117 -1.38141 5.29839 0.00
H -1.16167 -1.06095 4.21240 0.00
H -5.02011 -1.04979 2.25325 0.00
C -0.95049 2.96965 -0.55829 0.00
O 0.29829 2.28721 -0.32158 0.11
C 1.39906 3.01667 -0.23240 0.16
C 1.44302 4.39182 -0.43083 -0.05
C 2.64503 5.06657 -0.32074 0.21
Br 2.71790 6.89605 -0.60116 0.07
C 3.84274 4.38693 0.01236 0.15
C 3.83147 3.03081 0.22904 0.04
C 2.61280 2.26705 0.11132 0.15
O 2.59258 1.03164 0.30099 0.25
C 5.07592 2.39855 0.60520 0.17
N 6.24096 3.09487 0.70723 0.12
C 7.14588 2.20611 1.08714 0.18
C 8.53911 2.39836 1.34579 0.12
C 9.25574 1.30848 1.73339 -0.01
C 8.63785 0.03638 1.87139 0.25
C 7.27321 -0.18949 1.62384 0.01
C 6.55354 0.90280 1.23536 0.11
N 5.22359 1.09887 0.90442 -0.02
H -0.91925 3.49992 -1.50909 0.00
H -1.16207 3.65376 0.26237 0.00
H -1.70664 2.19144 -0.60123 0.00
H 0.55032 4.94703 -0.67466 0.00
H 4.76896 4.93736 0.10433 0.00
H 1.43548 -0.04852 0.50073 0.00
H 8.97778 3.37944 1.23039 0.00
H 10.31218 1.39463 1.94347 0.00
H 9.24908 -0.80085 2.18194 0.00
H 6.84136 -1.17310 1.74191 0.00
H 4.45468 0.44072 0.89690 0.00
C -1.20306 -2.95227 -3.44971 0.00
C -0.47145 -1.70364 -3.86987 0.00
O -0.86293 -0.53653 -3.06499 0.02
H -0.87282 -3.78773 -4.06768 0.00
H -2.28120 -2.84616 -3.57538 0.00
H -0.98913 -3.20891 -2.40869 0.00
H -0.67462 -1.43949 -4.90618 0.00
H 0.60484 -1.78365 -3.73743 0.00
H -1.73684 -0.24696 -3.36869 0.00
```

Calculated values
Orbital gap (spin up / spin down) ... 7.837 / 6.044 eV
Spin multiplicity ... 5
E_LUMO (spin up / spin down) ... -0.21753 / -0.32798 Ha
Total charge ... +2
<S²> ... 6.053

DFT (the ωB97M-V functional and the def2-TZVPD basis) results for a molecular structure, C23H20IrN2O3PSSe2Te2.

```
55
Properties=species:S:1:pos:R:3:lowdin_charge:R:1
Ir 0.05094 -1.40254 -0.05049 0.53
Se 2.46344 -1.27648 -0.59440 -0.02
Te 3.53819 -3.10423 0.78686 0.21
Te 2.80088 -1.83872 3.01991 0.22
Se 0.33130 -1.67507 2.31641 0.10
O -4.30048 -0.77163 0.55786 -0.28
S -2.92813 -0.36765 0.65867 0.46
O -2.39458 -0.13687 1.97855 -0.34
O -2.05960 -1.34779 -0.10374 -0.53
C -2.73062 1.16055 -0.21264 -0.26
C -3.87774 1.83844 -0.59126 -0.04
C -3.77653 3.08590 -1.18735 -0.06
C -2.52750 3.64382 -1.40338 -0.06
C -1.38225 2.95269 -1.03685 -0.06
C -1.46048 1.69922 -0.43289 -0.30
P 0.11408 0.86718 0.03035 0.87
C 0.61940 1.68047 1.56031 -0.38
C 1.92955 1.52389 2.00629 -0.18
C 2.32534 2.10036 3.20220 -0.09
C 1.41250 2.81741 3.96279 -0.07
C 0.10202 2.95674 3.52856 -0.06
C -0.29803 2.39089 2.32796 -0.07
C 1.19627 1.50231 -1.29159 -0.45
C 1.02655 0.93533 -2.55471 -0.15
C 1.79044 1.36365 -3.62667 -0.07
C 2.73320 2.36680 -3.44475 -0.07
C 2.89873 2.94279 -2.19431 -0.07
C 2.13019 2.51678 -1.11957 -0.08
H -4.83719 1.37510 -0.40737 0.11
H -4.67139 3.61889 -1.47990 0.11
H -2.43724 4.61826 -1.86517 0.11
H -0.41541 3.39893 -1.22893 0.11
H 2.63339 0.93393 1.43088 0.05
H 3.34341 1.97012 3.54550 0.11
H 1.72088 3.26170 4.90053 0.10
H -0.61559 3.50022 4.12889 0.11
H -1.32764 2.48015 2.00887 0.11
H 0.28534 0.15634 -2.70631 0.10
H 1.65334 0.91356 -4.60097 0.11
H 3.33665 2.70020 -4.27887 0.11
H 3.63001 3.72747 -2.05099 0.11
H 2.26286 2.97536 -0.14868 0.11
N -1.74018 -3.91774 1.24878 0.14
C -0.84075 -4.41387 0.37939 -0.38
C -0.69348 -5.81085 0.23851 -0.01
C 0.13960 -6.31343 -0.71997 -0.06
C 0.84552 -5.43180 -1.54570 -0.08
C 0.72027 -4.09237 -1.30307 -0.22
N -0.07934 -3.56927 -0.34381 -0.07
H -2.35535 -4.55265 1.72247 0.11
H -2.04084 -2.95978 1.14866 0.04
H -1.27742 -6.45880 0.87801 0.11
H 0.23740 -7.38400 -0.84456 0.11
H 1.50120 -5.77912 -2.32969 0.11
H 1.29485 -3.37081 -1.86861 0.04
```

Calculated values
Orbital gap (spin up / spin down) ... 5.814 / 5.816 eV
Spin multiplicity ... 1
E_LUMO (spin up / spin down) ... -0.04666 / -0.04661 Ha

DFT (the ωB97M-V functional and the def2-TZVPD basis) results for a molecular structure, C23H20LiNO2S at a distorted geometry.

```
48
Properties=species:S:1:pos:R:3:lowdin_charge:R:1
C 6.14230 -2.94273 -1.64056 -0.05
C 4.91898 -2.08371 -1.65216 -0.28
C 4.34209 -1.68269 -0.44575 -0.04
C 3.21089 -0.87014 -0.42081 -0.05
C 2.64133 -0.46742 -1.63326 -0.28
S 1.25669 0.65684 -1.60320 0.66
N -0.05922 -0.43964 -1.57007 -0.02
C -1.24781 0.03624 -1.52649 -0.15
C -2.41249 -0.83324 -1.55488 -0.22
C -3.69406 -0.25307 -1.55117 -0.04
C -4.82586 -1.05124 -1.58042 -0.08
C -4.69622 -2.45514 -1.61328 -0.07
C -3.41371 -3.04208 -1.61770 -0.08
C -2.26772 -2.23965 -1.59293 -0.02
O 1.28078 1.37989 -0.34614 -0.31
O 1.25118 1.37071 -2.85468 -0.30
C 3.19789 -0.86151 -2.85648 -0.04
C 4.32954 -1.67444 -2.85231 -0.03
H 6.45717 -3.17060 -2.65744 0.07
H 6.96838 -2.44558 -1.12478 0.09
H 5.95438 -3.88352 -1.11662 0.09
H 4.78759 -2.00962 0.49439 0.12
H 2.76561 -0.54685 0.51748 0.11
H -1.48868 1.11486 -1.50171 0.14
H -3.75567 0.84263 -1.52567 0.12
H -5.81676 -0.58921 -1.58063 0.11
H -5.58832 -3.08022 -1.63534 0.10
H -3.31425 -4.12967 -1.64256 0.10
H -1.26043 -2.66143 -1.60453 0.11
H 2.74318 -0.53488 -3.79024 0.12
H 4.76727 -1.99695 -3.79770 0.11
C -3.29624 2.83064 2.50082 -0.12
Li -1.44841 1.77752 4.52062 0.79
C -3.53077 1.49498 2.13924 -0.13
C -2.25957 0.87762 1.92604 -0.12
C -1.22772 1.80363 2.28756 -0.30
C -1.89634 3.03633 2.67418 -0.30
C -1.20855 3.97916 3.43344 -0.10
C 0.08272 3.70091 3.85317 -0.16
C 0.73789 2.51880 3.47759 -0.15
C 0.10422 1.58238 2.66997 -0.11
H -4.01460 3.64759 2.65073 0.09
H -4.51019 0.99415 2.04708 0.09
H -2.01759 -0.13523 1.59460 0.09
H -1.71756 4.91879 3.65241 0.12
H 0.62250 4.44448 4.43902 0.10
H 1.78473 2.36623 3.75781 0.10
H 0.62147 0.70609 2.25336 0.11
```

Calculated values
Orbital gap ... 5.892 eV
Spin multiplicity ... 1
E_LUMO ... -0.01892 Ha